The following is a quantum chemistry calculation of 4 unconnected molecules or ions with the total composition C2H12N4O4 at a distorted geometry, from the Open Molecules 2025 dataset.

Each line ends with the Mulliken charge.
Positions of all 22 atoms, in Å:
N (-0.909, -1.811, -0.180)  -0.26
C (-1.190, -1.941, -1.479)  0.63
N (-0.576, -1.114, -2.254)  -0.31
O (-2.052, -2.681, -1.912)  -0.70
H (-0.441, -0.955, 0.083)  0.18
H (-1.399, -2.460, 0.420)  0.20
H (-0.595, -1.063, -3.263)  0.19
H (-0.019, -0.420, -1.776)  0.20
N (-1.097, 2.314, 1.972)  -0.48
C (-0.330, 1.435, 2.607)  0.64
N (0.225, 1.936, 3.626)  -0.41
O (-0.242, 0.273, 2.270)  -0.64
H (-1.400, 1.879, 1.113)  0.23
H (-1.009, 3.319, 2.029)  0.22
H (-0.099, 2.855, 3.891)  0.18
H (0.938, 1.349, 4.035)  0.25
O (1.008, 0.971, -1.219)  -0.63
H (0.909, 1.821, -0.790)  0.28
H (1.917, 0.959, -1.519)  0.27
O (2.422, -2.013, -2.418)  -0.68
H (1.491, -1.866, -2.256)  0.36
H (2.449, -2.788, -2.980)  0.29

Net charge ... 0
HOMO energy ... -9.03 eV
SMILES string ... NC(N)=O.NC(N)=O.O.O
F_max ... 5.411 eV/Å
Multiplicity ... 1



The following is a quantum chemistry calculation of 2 unconnected molecules or ions with the total composition C2H12N4O4P2 at a distorted geometry, from the Open Molecules 2025 dataset.

Each line ends with the Mulliken charge.
Positions of all 24 atoms, in Å:
C (-1.021, 0.965, -1.924)  -0.84
C (-1.145, 0.522, -0.506)  0.40
N (-0.717, -1.624, 1.206)  -0.59
N (0.437, -1.933, -1.232)  -0.54
N (0.007, 1.788, 1.957)  -0.57
N (1.760, -0.279, 1.560)  -0.60
O (-2.073, -1.902, -1.090)  -0.77
O (2.202, 1.940, 0.429)  -0.68
O (0.328, 0.846, -2.287)  -0.48
O (-2.109, 0.914, 0.400)  -0.44
P (-0.905, -1.308, -0.387)  0.58
P (1.118, 1.071, 0.832)  0.59
H (-1.569, 0.330, -2.612)  0.37
H (-1.412, 1.964, -2.127)  0.33
H (-1.573, -2.064, 1.569)  0.38
H (-0.529, -0.686, 1.699)  0.25
H (1.370, -1.504, -1.297)  0.31
H (0.181, -2.102, -2.223)  0.28
H (0.467, 2.628, 2.298)  0.34
H (-0.876, 2.086, 1.538)  0.25
H (1.200, -1.101, 1.316)  0.53
H (2.678, -0.062, 1.175)  0.30
H (0.891, 1.279, -1.564)  0.31
H (-2.892, 1.299, 0.095)  0.30

Net charge ... 0
HOMO energy (spin up / spin down) ... -8.45 / -8.45 eV
F_max ... 5.671 eV/Å
Multiplicity ... 1



Listing relative energy (zero: lowest compared OMol25 entry of this formula, charge and spin) for the structures above in their given order: 1.1795 2.5135 eV.
Listing M for the structures above in their given order: 156.14 218.09 g mol⁻¹.